C13H10F5LuNO as an isolated structure. Source: OMol25; level of theory: ωB97M-V with the def2-TZVPD basis set.

ORCA input file:
```
! wB97M-V def2-TZVPD RIJCOSX def2/J DEFGRID3
* xyz -1 1
C -0.98 -1.45 -2.99
C -2.14 -0.62 -2.88
C -2.82 -0.96 -1.67
C -2.10 -2.02 -1.04
C -0.95 -2.31 -1.85
Lu -0.69 -0.08 -1.01
N 0.99 1.21 -1.92
C 1.46 2.50 -2.41
C 0.20 3.22 -2.14
H -3.79 -0.57 -1.33
H -2.49 0.10 -3.62
H -2.41 -2.60 -0.17
H -0.25 -3.14 -1.69
H -0.30 -1.50 -3.84
H -0.58 3.29 -2.88
H 1.81 2.44 -3.46
H 1.67 0.51 -2.23
H 0.10 3.69 -1.16
H 2.24 2.97 -1.79
F 2.18 -0.44 5.76
C 1.56 -0.41 4.56
C 0.77 -1.49 4.18
F 0.62 -2.56 5.00
C 0.13 -1.48 2.96
F -0.66 -2.51 2.56
C 0.31 -0.39 2.09
O -0.21 -0.43 0.89
C 1.05 0.73 2.52
F 1.15 1.82 1.72
C 1.69 0.71 3.74
F 2.43 1.76 4.14
*
```

Computed properties:
Gap between HOMO and LUMO (alpha / beta) (eV): 3.9 / 3.9
DFT total energy (eV): -64386.3698
HOMO level (alpha / beta) (Eh): -0.044 / -0.044
F_max (eV/Å): 6.6